Model P:
C3H2F2OS | ωB97M-V with the def2-TZVPD basis set

Computed properties:
Kohn-Sham gap (alpha / beta) = 6.21 / 6.21 eV
M = 124.111 g/mol

```
! RIJCOSX wB97M-V def2-TZVPD def2/J DEFGRID3
* xyz 0 1
C 2.007 -1.195 -1.986
C 1.003 -0.684 -1.614
C -0.701 0.687 1.411
O -2.359 0.660 -0.720
F -1.096 -0.533 1.724
F 0.639 0.651 1.479
S -1.100 1.196 -0.365
H 2.753 -2.002 -2.264
H -1.146 1.221 2.334
*
```

Model Q:
C3H2F2OS | ωB97M-V with the def2-TZVPD basis set

Computed properties:
Kohn-Sham gap = 8.53 eV
SMILES = OC(=S)/C(F)=C\F
M = 124.111 g/mol

```
! RIJCOSX wB97M-V def2-TZVPD def2/J DEFGRID3
* xyz 0 1
O 1.053 1.145 0.716
C 0.584 0.346 -0.234
S 1.315 0.172 -1.676
C -0.639 -0.480 0.077
F -1.036 -1.372 -0.855
C -1.377 -0.433 1.194
F -1.085 0.423 2.187
H 0.452 1.152 1.464
H -2.223 -1.121 1.410
*
```

Going by the computed energies, the most stable comes first: model Q, model P.

Model P:
CH5OS | ωB97M-V with the def2-TZVPD basis set

Computed properties:
Kohn-Sham gap = 6.64 eV
M = 65.117 g/mol

```
! RIJCOSX wB97M-V def2-TZVPD def2/J DEFGRID3
* xyz -1 1
C 0.789 -0.533 0.694
S 0.289 -2.035 -0.346
H 0.599 -0.893 1.691
H 1.814 -0.257 0.525
H 0.239 0.382 0.451
H -1.404 0.671 -0.329
H -0.751 1.385 -1.588
O -1.574 1.279 -1.097
*
```

Model Q:
CH5OS | ωB97M-V with the def2-TZVPD basis set

Computed properties:
Kohn-Sham gap = 6.44 eV
M = 65.117 g/mol

```
! RIJCOSX wB97M-V def2-TZVPD def2/J DEFGRID3
* xyz -1 1
S -1.684 -1.377 0.107
H -3.010 -1.440 0.021
C 2.237 0.953 -0.247
O 1.139 1.784 0.088
H 3.084 1.511 0.149
H 2.318 -0.065 0.136
H 2.215 0.923 -1.341
H 0.274 1.392 0.238
*
```

Going by the computed energies, the most stable comes first: model P, model Q.

Model P:
C4H6Cl2O | ωB97M-V with the def2-TZVPD basis set

Computed properties:
Kohn-Sham gap = 9.44 eV
M = 140.997 g/mol

```
! RIJCOSX wB97M-V def2-TZVPD def2/J DEFGRID3
* xyz 0 1
C -0.959 -0.135 -0.274
C -2.283 0.124 -0.377
C 1.051 0.289 0.124
C 1.396 1.593 0.553
O 1.515 -0.763 0.021
Cl 0.546 -3.664 -0.423
Cl -3.513 -1.006 -0.671
H -0.691 -1.271 -0.440
H -2.596 1.158 -0.364
H 0.823 2.348 0.175
H 2.481 1.878 0.399
H 1.277 1.784 1.647
H 0.952 -2.334 -0.371
*
```

Model Q:
C4H6Cl2O | ωB97M-V with the def2-TZVPD basis set

Computed properties:
Kohn-Sham gap = 10.35 eV
M = 140.997 g/mol

```
! RIJCOSX wB97M-V def2-TZVPD def2/J DEFGRID3
* xyz 0 1
C -0.123 1.469 0.627
C 1.584 -0.642 -0.074
C -1.279 -0.657 -0.295
C -0.112 0.311 -0.278
O -0.662 1.472 1.674
Cl -1.331 -1.473 1.290
Cl -0.072 1.001 -1.885
H 0.500 2.314 0.285
H 1.372 -1.092 0.872
H 2.115 0.183 0.108
H 1.536 -1.157 -1.010
H -2.203 -0.240 -0.353
H -1.326 -1.491 -0.963
*
```

Going by the computed energies, the most stable comes first: model Q, model P.